[1]
C27H42BIrN9OS3Se | the ωB97M-V functional and the def2-TZVPD basis

The geometry in ORCA input format:
```
! RIJCOSX wB97M-V def2-TZVPD def2/J DEFGRID3
* xyz 2 2
Ir 0.61900 0.26571 -0.47917
C 1.30730 -1.57569 4.58403
C 0.82890 -2.60419 3.55893
C 1.81080 -2.73889 2.39123
C 0.68240 -3.95909 4.24733
N -0.47190 -2.18169 3.00573
C -1.62900 -2.90629 3.01443
C -2.56280 -2.20049 2.32773
N -1.99210 -1.04189 1.88393
B -2.81520 0.01451 1.10503
N -2.29460 1.44921 1.38413
C -2.56810 2.03481 2.58363
C -2.03060 3.28031 2.58093
N -1.42490 3.47591 1.37133
C -1.58740 2.33971 0.65643
S -1.01950 2.02621 -0.93547
C -0.71280 4.74061 1.07763
C -0.17340 4.81231 -0.34517
C 0.46080 4.83461 2.05783
C -1.71540 5.88171 1.27723
N -2.89070 -0.29899 -0.41227
C -3.94370 0.17791 -1.13787
C -3.88070 -0.35209 -2.38397
N -2.78850 -1.17079 -2.43637
C -2.18120 -1.10109 -1.22807
S -0.70230 -1.86459 -0.79327
C -2.49460 -2.10729 -3.54217
C -1.03130 -1.99849 -3.97397
C -2.81470 -3.51459 -3.03027
C -3.37230 -1.77159 -4.74857
C -0.71560 -1.04899 2.31083
S 0.40070 0.21701 2.03203
H 2.23590 -1.91919 5.02923
H 0.57200 -1.45719 5.37563
H 1.48880 -0.60599 4.13113
H 2.75190 -3.14039 2.75253
H 2.00690 -1.77589 1.92423
H 1.41150 -3.41479 1.63793
H 1.64730 -4.25229 4.65193
H 0.37060 -4.73089 3.54833
H -0.01750 -3.90679 5.07743
H -1.72180 -3.85859 3.49063
H -3.58590 -2.44199 2.12523
H -3.92610 -0.04379 1.51483
H -3.12610 1.53211 3.34583
H -2.04080 4.01331 3.35853
H 0.60920 4.07731 -0.51877
H 0.25950 5.79801 -0.49257
H -0.96250 4.68471 -1.08067
H 1.12170 3.97551 1.94293
H 0.12950 4.88041 3.09103
H 1.03210 5.73391 1.84883
H -2.57430 5.74071 0.62483
H -1.25160 6.83041 1.02363
H -2.06430 5.94931 2.30263
H -4.67000 0.83961 -0.71337
H -4.53580 -0.18499 -3.21047
H -0.36190 -2.43289 -3.23637
H -0.76370 -0.95719 -4.13757
H -0.90160 -2.54679 -4.90277
H -2.18990 -3.77399 -2.17817
H -2.63720 -4.24219 -3.81637
H -3.85840 -3.58109 -2.73137
H -3.20850 -0.74839 -5.07987
H -4.43000 -1.92679 -4.55127
H -3.09870 -2.43099 -5.56747
Se 2.93470 1.42181 0.28793
C 4.62400 0.60711 -0.11477
C 5.20440 0.89031 -1.34737
C 6.46790 0.37771 -1.60747
N 7.11350 -0.36069 -0.73507
C 6.58930 -0.62359 0.44153
C 5.33250 -0.15789 0.80693
H 4.70250 1.51341 -2.07147
H 6.97200 0.58351 -2.54217
H 7.18950 -1.21829 1.11683
H 4.93940 -0.36849 1.78903
N 2.71240 -1.21129 -3.09027
C 1.95570 -0.17699 -3.51167
N 2.03100 0.14751 -4.81217
O 1.22070 0.45221 -2.73707
H 3.21650 -1.80359 -3.72757
H 2.55980 -1.55129 -2.15467
H 2.69640 -0.27629 -5.43587
H 1.53130 0.95861 -5.13887
*
```

As for the expectation value of S²: 0.85. For the LUMO energy (spin up / spin down), the calculation gives -7.4568 / -7.9873 eV. The calculation puts the HOMO energy (spin up / spin down) at -13.26 / -13.28 eV.

[2]
CH5BS | the ωB97M-V functional and the def2-TZVPD basis

The geometry in ORCA input format:
```
! RIJCOSX wB97M-V def2-TZVPD def2/J DEFGRID3
* xyz 0 1
B -0.88031 0.88145 0.04354
C 1.69477 -0.63298 -0.01431
S -2.03283 -0.38979 0.17646
H -1.00992 2.01235 -0.14898
H 1.83778 -0.61688 -1.07142
H 1.30935 -1.52334 0.43713
H 2.28202 0.02234 0.59441
H -3.20087 0.24685 -0.01683
*
```

For the LUMO energy (spin up / spin down), the calculation gives 0.3396 / 0.1700 eV. The calculation puts the HOMO energy (spin up / spin down) at -7.83 / -8.54 eV.

[3]
C4H11NO3 | the ωB97M-V functional and the def2-TZVPD basis

The geometry in ORCA input format:
```
! RIJCOSX wB97M-V def2-TZVPD def2/J DEFGRID3
* xyz 0 1
C -0.24014 1.56042 1.19984
C -0.41795 -0.93869 -0.90979
C -0.04336 -0.60293 0.32851
C -0.14671 -0.11893 -2.12395
N -0.67313 1.08799 2.49772
O 0.59382 0.60659 0.60301
O -1.34964 1.85949 0.42892
O 1.88270 -2.52336 -0.99098
H -1.91694 1.07646 0.40375
H 2.83876 -2.62949 -1.07675
H 0.36817 2.48066 1.22557
H -0.91311 -1.88563 -1.05622
H -1.24152 1.79120 2.95324
H 0.12431 0.87538 3.08436
H -0.32152 -1.18541 1.19841
H 1.70787 -1.70198 -0.45978
H 0.27421 0.84641 -1.85666
H 0.54509 -0.64331 -2.77680
H -1.07094 0.04511 -2.67240
*
```

Its SMILES is C/C=C\O[C@H](N)O.O. For the LUMO energy, the calculation gives 0.8108 eV. The calculation puts the HOMO energy at -9.44 eV.

[4]
C35H57Br9O19 | the ωB97M-V functional and the def2-TZVPD basis

The geometry in ORCA input format:
```
! RIJCOSX wB97M-V def2-TZVPD def2/J DEFGRID3
* xyz 0 1
C 4.22293 -7.32294 0.67859
C 4.82695 -8.59871 0.28237
C 5.94613 -8.43768 -0.71524
O 6.88045 -9.35066 -0.26616
C 6.70542 -9.62295 0.99556
O 7.52443 -10.20549 1.66863
O 5.49341 -9.10180 1.39776
H 4.99280 -6.68301 1.10969
H 3.45239 -7.42884 1.44225
H 3.73220 -6.90290 -0.19939
H 4.13799 -9.35368 -0.09643
H 6.49341 -7.49531 -0.69284
H 5.68405 -8.72970 -1.73217
C 2.60034 -5.64750 -6.97841
C 4.00347 -5.31038 -6.45465
C 4.65882 -4.15479 -7.14007
O 4.89341 -3.12653 -6.16332
C 4.59021 -3.70937 -4.94594
O 4.73761 -3.17163 -3.85845
O 4.05288 -4.94850 -5.15061
H 2.69703 -5.90568 -8.03297
H 1.90177 -4.81384 -6.90705
H 2.15436 -6.50333 -6.47170
H 4.64669 -6.18911 -6.40790
H 4.00716 -3.78218 -7.93038
H 5.54202 -4.51290 -7.66905
C -5.63245 5.23439 8.70485
C -5.07365 3.81216 9.08946
C -4.86532 2.89793 7.88750
O -3.53971 2.41966 8.11677
C -3.01481 3.03897 9.19346
O -1.85695 2.99062 9.50390
O -3.84088 3.94648 9.72541
H -5.41479 5.99763 9.45197
H -6.72224 5.23949 8.68412
H -5.35010 5.56676 7.70590
H -5.77019 3.31695 9.76600
H -4.96004 3.32834 6.89055
H -5.59824 2.09869 7.99762
C 3.08886 7.20392 2.52965
C 3.67971 8.36077 3.32083
C 4.80588 8.03681 4.26435
O 5.85953 8.92351 3.83004
C 5.44242 9.68018 2.76094
O 6.16513 10.47248 2.16767
O 4.15919 9.30611 2.44680
H 3.75716 6.89727 1.72500
H 2.15056 7.57535 2.11767
H 2.75822 6.38301 3.16596
H 2.90615 8.90039 3.86719
H 5.16293 7.00710 4.24699
H 4.43185 8.27684 5.25964
C -4.44438 -4.69557 -8.14163
C -4.70304 -3.36545 -7.46760
C -5.98866 -3.25168 -6.66471
O -5.68020 -2.67277 -5.41380
C -4.26264 -2.63498 -5.34019
O -3.63210 -2.25843 -4.36671
O -3.75805 -3.21732 -6.40131
H -5.16002 -4.79799 -8.95739
H -4.46757 -5.50250 -7.40922
H -3.48650 -4.61190 -8.65503
H -4.45723 -2.58795 -8.19091
H -6.33167 -4.26450 -6.45345
H -6.77416 -2.71536 -7.19710
C 6.49790 -1.37430 5.28862
C 5.70357 -0.17806 5.74914
O 5.89444 0.93172 5.25322
C 4.67986 -0.42298 6.86802
H 7.38883 -1.41883 5.91501
H 6.68612 -1.26279 4.22080
H 5.80131 -2.20125 5.42661
H 3.91718 -1.12311 6.52706
H 4.19232 0.54073 7.01524
H 5.16473 -0.76882 7.78093
C -6.55663 -3.45575 2.16697
C -7.72488 -3.83062 3.10530
O -7.61767 -4.55083 4.10557
C -9.09331 -3.34331 2.74253
H -6.76456 -3.68019 1.12079
H -5.69057 -4.04847 2.46145
H -6.33109 -2.39181 2.23953
H -9.37386 -2.34555 3.08000
H -9.81180 -3.99945 3.23379
H -9.32175 -3.35753 1.67683
C 0.87558 1.37487 -7.62075
C -0.47005 1.97391 -7.74495
O -1.21120 1.66113 -8.72070
C -1.01867 2.76664 -6.62072
H 1.51490 2.25703 -7.58644
H 1.18132 0.71332 -8.43129
H 1.04539 0.75013 -6.74386
H -2.06399 2.99465 -6.82910
H -0.42297 3.67717 -6.55616
H -1.00165 2.17707 -5.70409
C 0.48410 0.28058 0.53613
C -0.30377 0.55308 1.77266
O -0.28729 -0.24505 2.76809
C -1.10121 1.84087 1.75706
H 0.49246 -0.78863 0.32441
H 1.51804 0.59046 0.68789
H 0.07147 0.90926 -0.25291
H -1.07752 2.39468 2.69558
H -2.12216 1.55114 1.50841
H -0.70813 2.39535 0.90492
C -8.58728 2.01680 -1.11818
Br -10.56201 1.86263 -1.01909
Br -7.93250 2.50163 0.67005
Br -7.97869 3.25617 -2.50105
H -8.19170 1.03039 -1.36023
C 7.57269 3.67605 -1.15555
Br 9.12686 2.61315 -1.79716
Br 5.92718 3.31063 -2.21006
Br 8.03466 5.59019 -1.10664
H 7.37922 3.30530 -0.14896
C -3.59168 8.67333 0.56926
Br -2.89378 7.73061 -0.98684
Br -5.31143 9.39770 -0.03905
Br -2.39291 10.12301 1.12564
H -3.79374 8.03986 1.43297
*
```

For the LUMO energy, the calculation gives -0.5490 eV. The calculation puts the HOMO energy at -9.50 eV.

[5]
C3H12N2O2 | the ωB97M-V functional and the def2-TZVPD basis

The geometry in ORCA input format:
```
! RIJCOSX wB97M-V def2-TZVPD def2/J DEFGRID3
* xyz 0 1
C 1.04455 -1.17327 -0.70067
C 1.99068 -1.18750 0.49091
N 1.28116 1.11653 -1.11561
O 1.39787 -0.17810 -1.66064
H 0.10179 1.33366 -0.98380
H 1.69340 1.70226 -1.83782
H 0.00564 -1.03110 -0.37153
H 1.10340 -2.10236 -1.26941
H 3.01735 -1.30090 0.15261
H 1.74959 -2.03116 1.13401
H 1.90939 -0.26367 1.05687
C -2.02631 0.14794 1.58896
N -1.43640 1.32110 -0.59048
O -2.18780 0.08414 0.20476
H -1.65495 0.95229 -1.50696
H -1.99129 2.16701 -0.48966
H -0.97072 0.10739 1.88943
H -2.54572 -0.72249 2.00276
H -2.48166 1.05822 2.00625
*
```

Its SMILES is CCON.CON. For the LUMO energy, the calculation gives 0.6264 eV. The calculation puts the HOMO energy at -7.76 eV.

| no. | F_max (eV/A) | energy (hartree) |
| --- | --- | --- |
| 1 | 2.58 | -5346.93956 |
| 2 | 1.51 | -463.99131 |
| 3 | 1.48 | -439.45456 |
| 4 | 5.24 | -25963.41737 |
| 5 | 4.36 | -381.29647 |